# 1
Computed, not measured: 2 unconnected molecules or ions with the total composition C3H9NO at a distorted geometry, with ωB97M-V/def2-TZVPD.

Atoms and positions in Å:
C  0.41  0.84  1.92
C  0.33  0.25  0.59
C  -0.37  -0.92  0.30
N  -1.36  -1.40  1.01
H  1.38  1.26  2.13
H  -0.37  1.61  2.02
H  0.14  0.11  2.67
H  0.70  0.79  -0.28
H  -0.13  -1.45  -0.62
H  -1.92  -2.12  0.58
H  -1.82  -0.76  1.64
H  1.54  0.92  -3.51
H  0.42  0.09  -4.11
O  1.05  0.79  -4.33

Properties
* energy above the lowest of the compared OMol25 structures with the same formula, charge and spin: 0.361 eV
* E: -249.37900 hartree
* 2S+1: 2
* charge: +1

=====

# 2
Computed, not measured: 2 unconnected molecules or ions with the total composition C3H9NO at a distorted geometry, with ωB97M-V/def2-TZVPD.

Atoms and positions in Å:
C  1.10  -1.60  0.00
C  0.22  -0.59  -0.54
C  -0.66  -0.82  -1.53
N  0.64  0.80  -0.40
H  0.69  -2.33  0.77
H  2.21  -1.14  0.40
H  1.62  -2.31  -0.74
H  -0.95  -0.03  -2.05
H  -1.36  -1.66  -1.52
H  1.12  0.94  0.47
H  -0.13  1.49  -0.35
H  -1.38  1.00  2.30
H  -0.39  1.96  2.23
O  -1.23  1.82  1.71

Properties
* energy above the lowest of the compared OMol25 structures with the same formula, charge and spin: 2.013 eV
* E: -249.31827 hartree
* 2S+1: 2
* charge: +1

=====

# 3
Computed, not measured: 2 unconnected molecules or ions with the total composition C3H9NO2 at a distorted geometry, with ωB97M-V/def2-TZVPD.

Atoms and positions in Å:
C  -0.23  0.84  1.38
C  -1.18  0.40  0.30
N  -0.80  -0.66  -0.44
C  0.30  -1.57  -0.18
O  -2.26  0.95  0.10
H  -0.26  0.05  2.15
H  -0.48  1.80  1.79
H  0.80  0.74  1.05
H  -1.55  -0.97  -1.05
H  0.06  -2.39  0.50
H  0.52  -2.08  -1.11
H  1.16  -1.02  0.18
H  2.76  1.11  -0.81
H  3.78  -0.02  -0.93
O  2.81  0.14  -0.93

Properties
* energy above the lowest of the compared OMol25 structures with the same formula, charge and spin: 0.039 eV
* E: -324.91467 hartree
* 2S+1: 2
* charge: -1

=====

# 4
Computed, not measured: a single C3H9NO2 molecule at a distorted geometry, with ωB97M-V/def2-TZVPD.

Atoms and positions in Å:
C  -1.66  0.02  -0.68
C  -0.49  0.89  -0.27
C  0.32  0.32  0.84
O  -0.44  0.04  1.95
O  0.86  -1.03  0.28
N  1.95  -0.78  -0.61
H  -2.28  -0.22  0.18
H  -2.28  0.53  -1.41
H  -1.30  -0.90  -1.14
H  -0.89  1.91  -0.26
H  0.45  1.36  -0.78
H  1.22  0.90  1.08
H  0.07  -0.53  2.54
H  2.75  -1.28  -0.21
H  1.72  -1.23  -1.49

Properties
* energy above the lowest of the compared OMol25 structures with the same formula, charge and spin: 3.784 eV
* E: -324.83356 hartree
* SMILES string: CC[C@@H](O)ON

=====

- The highest energy above the lowest of the compared OMol25 structures with the same formula, charge and spin belongs to which entry?
  number 4

=====

- The lowest E belongs to which entry?
  number 3

=====

- energy above the lowest of the compared OMol25 structures with the same formula, charge and spin of number 1 (C3H9NO)?
  0.361 eV